Computed, not measured: 3 unconnected molecules or ions with the total composition C4H13NO2 at a distorted geometry, with ωB97M-V/def2-TZVPD.

Properties
DFT total energy in hartree: -365.4000
Structure (SMILES): C/C=C/CN.O.O
Highest occupied orbital energy in eV: -9.8

Each line ends with the natural charge from an NBO analysis.
Geometry (Å):
1 C 2.58184 -0.16226 1.27468  -0.64
2 C 1.23438 -0.28668 0.62888  -0.17
3 C 0.14342 -0.48812 1.35510  -0.21
4 C -1.29480 -0.53190 0.88776  -0.25
5 N -1.57957 0.62743 0.02462  -0.85
6 H 3.16793 -1.07798 1.18553  0.22
7 H 2.50884 0.16638 2.30512  0.21
8 H 3.21284 0.55639 0.73200  0.22
9 H 1.24972 -0.39193 -0.45214  0.19
10 H 0.23157 -0.48279 2.44248  0.19
11 H -1.87333 -0.46407 1.80646  0.18
12 H -1.52883 -1.44339 0.34303  0.19
13 H -1.15705 1.45775 0.42689  0.35
14 H -2.55069 0.89679 0.09278  0.37
15 O 0.59834 1.95378 -2.01649  -0.94
16 H 0.29756 1.52361 -1.20020  0.47
17 H 0.67790 1.20568 -2.61640  0.46
18 O -2.19614 -0.96470 -2.73835  -0.94
19 H -1.53482 -0.37882 -2.34468  0.48
20 H -2.18910 -1.71518 -2.13704  0.46